This record from OMol25 describes a structure of composition H6N4O15Zn3. The level of theory is wB97M-V/def2-TZVPD.

Each line ends with the Mulliken charge.
Element x y z (Å)
H 3.019 2.691 0.447  0.319
O -2.784 -0.912 0.206  -0.604
N -3.176 1.829 -2.305  1.119
N -2.407 -0.045 0.998  0.714
O -0.034 2.498 -0.808  -0.317
O -1.302 0.572 0.812  -0.330
H -0.972 2.548 -1.084  0.334
H 1.532 -2.548 1.846  0.513
H 3.367 1.197 0.362  0.314
Zn -2.162 -0.967 -3.409  0.858
O -4.330 1.568 -2.010  -0.517
O 2.457 -1.902 2.396  -0.631
N 0.168 -1.188 -1.226  1.106
O 0.811 -0.311 -0.708  -0.252
Zn 0.671 1.245 0.659  0.748
O -0.403 -0.965 -2.315  -0.495
O 0.018 -2.251 -0.560  -0.395
H 2.496 -3.615 1.175  0.348
O 1.243 -0.166 1.998  -0.413
O 1.556 -3.441 1.348  -0.371
Zn 0.135 -4.186 0.185  0.974
O -3.088 0.286 1.947  -0.536
H 0.433 3.127 -1.374  0.275
O 2.624 1.815 0.319  -0.387
O -2.642 2.878 -1.992  -0.606
N 2.225 -0.673 2.623  1.012
O 2.959 -0.009 3.319  -0.502
O -2.415 0.927 -2.848  -0.279

Output
**Charge**: +2
**LUMO**: -11.10 eV


This record from OMol25 describes the molecule C5H11NO. The level of theory is wB97M-V/def2-TZVPD.

Each line ends with the Mulliken charge.
Element x y z (Å)
H 1.504 -0.958 1.345  0.474
H -1.100 -0.207 1.689  0.388
C 0.932 -1.481 0.580  -1.789
H 2.931 0.579 -0.514  0.194
H -1.651 2.088 0.884  0.310
H 2.451 2.076 -0.070  0.247
C -0.716 -0.946 -1.259  -1.083
H -1.785 1.515 -0.780  0.338
C -1.030 0.091 0.645  -0.411
C -1.907 1.226 0.260  -1.219
H 0.377 -2.298 1.045  0.437
N 2.244 1.085 0.046  -0.577
H -0.522 -1.924 -1.679  0.275
H -2.960 1.000 0.460  0.369
O 0.979 0.886 -0.569  -0.315
C -0.004 -0.520 -0.113  1.687
H 1.624 -1.911 -0.145  0.362
H -1.368 -0.301 -1.826  0.314

Output
**Charge**: 0
**LUMO (alpha / beta)**: 0.14 / -0.06 eV


This record from OMol25 describes a cluster of 14 separate species, C66H174N14O19 in total. The level of theory is wB97M-V/def2-TZVPD.

Each line ends with the Mulliken charge.
Element x y z (Å)
C 2.112 5.656 -2.071  -0.425
C -0.808 0.213 1.145  -0.586
H 7.267 6.679 -0.573  0.292
H 1.002 0.641 -0.085  0.238
H -1.789 -0.670 -11.517  0.234
H -1.636 8.779 6.999  0.290
N 3.568 -2.582 5.959  -0.221
H 9.754 4.422 5.708  0.227
O 3.748 -5.573 -2.632  -0.324
H -1.303 -10.656 -2.376  0.284
C 6.786 6.164 -3.253  -0.482
C -2.420 -8.489 6.451  -0.762
H -1.246 -0.790 -1.361  0.368
H -5.351 11.689 6.563  0.323
C -2.156 -10.954 -1.766  -0.715
O 10.840 2.075 6.988  -0.312
H 5.892 4.637 -4.338  0.343
H -5.842 0.800 -0.685  0.308
N 4.373 5.112 -3.032  -0.275
O 5.933 3.760 4.693  -0.292
H -2.065 -8.384 -0.955  0.425
H -2.564 -1.739 -13.657  0.375
H 6.653 5.201 3.264  0.471
C 8.089 4.867 4.782  -0.806
H -3.159 12.033 9.995  0.254
H -9.404 -5.405 4.388  0.292
H -2.557 -8.353 7.524  0.255
O -6.341 1.202 -2.665  -0.345
C -5.128 12.285 7.447  -1.524
C -7.750 -1.266 3.726  -0.867
H 8.641 5.549 -0.683  0.236
C 3.498 6.182 -2.512  -0.527
H 4.318 -10.012 3.210  0.227
H 0.842 1.840 -8.391  0.359
H 4.839 2.790 3.153  0.322
H 11.910 0.518 7.715  0.245
H 8.309 -3.208 6.651  0.388
N -1.141 -5.815 2.767  -0.664
C 7.620 -3.664 5.939  -0.913
C -2.007 -2.677 -11.279  -0.647
H -9.325 4.353 -2.740  0.252
H 7.737 5.379 5.677  0.351
C -1.048 -0.241 -13.828  -0.700
H 4.814 -0.748 6.021  0.323
O -1.150 1.618 1.192  -0.280
H -8.549 -4.687 3.359  0.302
H 4.570 -0.844 -3.490  0.362
N -3.582 12.551 9.238  -0.810
H 3.082 -2.743 -4.312  0.435
H -3.981 -5.609 -1.720  0.251
H 6.453 7.136 -2.888  0.384
H -3.267 -1.535 -7.173  0.227
H 2.537 -7.259 -2.392  0.341
H 0.807 4.416 -10.637  0.282
H -1.643 -2.253 -7.178  0.295
H 2.547 -5.166 -4.162  0.401
H -3.881 -5.115 4.508  0.340
H 6.046 -4.522 3.123  0.143
C -5.975 0.334 -1.661  -0.598
H -3.782 -5.689 2.757  0.283
H 5.766 -4.073 1.602  0.105
C 5.880 -2.361 6.887  -0.822
H 6.833 -1.024 0.699  0.331
H 4.468 -3.811 -4.434  0.372
H -1.926 -3.861 -9.589  0.391
H -12.178 -5.182 4.004  0.332
C -1.963 -5.812 3.921  0.588
H -4.654 10.909 9.007  0.320
C -2.441 9.037 6.311  -0.737
H -10.857 -3.626 2.623  0.237
H -8.726 5.668 0.718  0.304
C -2.618 -2.257 -7.667  -0.727
H -0.867 -4.862 2.573  0.230
O 6.754 -1.973 -1.141  -0.292
H -0.460 -0.119 2.123  0.339
H 1.463 5.727 -2.943  0.247
C 1.134 4.010 -8.670  0.464
H -2.839 -7.871 3.823  0.342
H 7.355 -6.322 2.298  0.359
H -0.332 6.751 -1.643  0.328
H -6.095 12.428 7.928  0.378
H 4.558 5.879 -9.135  0.262
H 6.559 -1.724 7.454  0.423
H 6.939 -5.703 0.770  0.460
C 4.093 5.670 -10.099  -0.694
H -0.981 -2.428 7.666  0.312
C -7.932 5.905 0.009  -0.601
H -6.917 -1.327 -2.598  0.307
H 1.412 -1.323 1.073  0.221
H -0.553 -2.808 -9.731  0.308
H -12.129 -3.534 4.848  0.350
H -6.672 -1.749 0.165  0.170
H 1.811 -1.208 7.634  0.297
N -6.424 -1.981 -0.786  -0.613
O 4.667 -8.036 2.821  -0.256
H 7.221 -4.580 6.373  0.328
H 6.618 -0.234 -2.192  0.432
C 2.335 -1.984 5.603  -0.598
O -3.422 9.799 6.942  -0.300
H -4.291 -7.909 -3.877  0.328
H 0.830 4.960 -8.232  0.285
C 6.560 -6.360 1.553  -1.513
N 0.445 3.801 -9.923  -0.737
H 2.396 -6.122 -1.061  0.319
C 3.080 -6.509 -1.816  -0.732
O -2.403 -1.914 -9.013  -0.275
H 4.615 4.650 -2.167  0.281
H 5.404 -6.524 4.052  0.240
H -0.224 -6.153 3.021  0.235
C -2.974 1.158 -13.826  -0.741
H -8.341 0.148 -0.272  0.318
H -7.099 5.208 0.093  0.406
H 0.768 2.896 -10.232  0.221
N 0.818 -1.348 0.257  -0.658
H 3.728 -6.397 3.655  0.411
H 2.591 -1.040 5.123  0.301
H -5.270 -9.009 -2.892  0.306
H -2.037 -8.516 -2.629  0.415
C -11.578 -4.381 4.438  -1.360
C 0.244 6.337 -0.815  -0.724
H 3.916 -2.959 5.089  0.137
C -6.946 -0.892 -1.598  0.317
H -1.816 -1.031 6.964  0.202
H -1.837 -10.995 -0.724  0.280
C -6.738 7.466 1.305  -0.778
H -2.392 -11.976 -2.063  0.257
H -6.358 8.473 1.476  0.273
H -0.343 2.807 -7.663  0.373
H -1.139 2.361 3.101  0.262
O 7.345 5.376 -2.248  -0.304
H -8.305 -0.355 3.501  0.306
C -8.352 -0.385 -1.223  -1.370
N 9.143 3.923 5.077  -0.388
H 2.185 4.583 -1.890  0.307
H -4.739 13.270 7.188  0.391
C 10.035 1.777 5.886  -0.714
C 0.188 -0.074 0.038  0.763
N -3.341 -6.296 -2.092  -0.745
N 4.351 -2.691 -2.656  -0.060
C 4.685 -6.740 3.262  -0.620
C -3.307 -5.158 3.582  -1.369
C -1.637 -2.840 -9.842  -0.587
H -3.105 -9.261 6.099  0.301
O -7.510 7.237 0.154  -0.301
H -2.346 1.096 2.798  0.333
H -2.526 2.833 2.175  0.221
H 3.953 6.663 -1.647  0.246
H -0.148 6.805 0.088  0.267
H -0.561 -0.732 8.238  0.297
H -0.006 -0.267 -13.509  0.338
H 1.069 -2.825 7.219  0.264
C -2.722 -8.629 -1.789  -0.895
H 0.252 -0.159 -2.126  0.421
C 4.540 -1.642 6.581  -0.517
C -2.159 -7.243 4.398  -0.601
C -10.394 -3.882 3.576  0.337
H -8.899 0.146 -2.002  0.340
H -10.684 6.302 -0.646  0.339
H -1.514 -3.506 -11.786  0.379
O 1.661 6.461 -1.003  -0.322
H -3.380 2.152 -13.639  0.257
H 5.201 -0.540 -1.203  0.345
O -3.161 -9.994 -1.737  -0.342
N -9.112 4.439 -1.757  -0.699
H 8.293 -3.843 5.101  0.258
C -5.208 2.070 -3.014  -0.793
H 9.745 0.730 5.975  0.350
H -2.122 10.741 8.171  0.381
C -3.874 -7.661 -1.825  0.600
N -9.489 -5.046 3.447  -0.704
C -0.442 -0.057 -1.292  -1.698
C -2.972 10.968 7.527  -0.752
H 5.683 -3.196 7.560  0.414
H -4.772 2.608 -2.172  0.312
C -0.885 -1.371 7.417  -0.738
H 8.320 2.829 6.675  0.271
H -1.447 -8.956 6.298  0.307
H -6.748 -1.320 3.300  0.256
H 7.278 3.599 3.151  0.390
H 3.415 -8.836 4.256  0.292
H -7.043 -2.744 -1.021  0.300
H -8.015 6.145 -2.168  0.225
H -10.454 6.476 -2.347  0.369
H 3.937 -6.977 -1.332  0.201
H 1.813 -2.567 4.844  0.383
H -7.436 7.295 2.125  0.340
C 4.363 -9.081 3.777  -0.778
H 4.374 4.392 3.372  0.333
H -4.994 -0.062 -1.921  0.299
H -2.643 11.721 6.811  0.326
H -1.650 -0.411 0.844  0.253
H 4.483 -5.922 1.225  -0.033
C -9.629 -2.620 4.145  -0.775
C 1.384 -1.845 6.860  -0.440
O 0.140 -1.241 6.443  -0.232
C 5.193 -5.941 2.052  0.815
C 5.957 -1.020 -1.825  -0.564
N 5.349 -4.544 2.392  -0.490
O -8.408 -2.499 3.408  -0.265
H 4.214 6.490 -10.807  0.255
H -0.928 -2.327 -13.740  0.408
H 4.139 -1.344 7.550  0.340
H -8.369 3.787 -1.548  0.157
C 5.519 5.538 -3.849  -0.887
H -3.041 1.047 -14.909  0.311
C -1.549 -1.540 -13.311  -0.673
H 4.621 4.854 -10.592  0.307
H 3.287 4.135 -8.179  0.403
C 2.938 -4.657 -3.281  -0.651
H -1.556 -5.300 4.794  0.160
H -1.181 -7.724 4.397  0.287
C 12.068 1.427 7.135  -0.662
H 8.115 2.076 5.070  0.373
H -3.044 -3.240 -7.466  0.309
H -5.726 -7.340 -3.012  0.346
H 1.454 -1.554 -0.500  0.176
C 0.715 2.817 -7.924  -1.415
C 4.749 3.540 3.939  -0.852
C 8.780 2.668 5.700  -0.325
H -0.967 0.895 -1.375  0.353
H 8.608 5.679 4.274  0.409
H -5.608 2.827 -3.689  0.279
H -2.878 8.176 5.806  0.245
H -4.379 12.962 9.702  0.268
H 12.530 1.299 6.156  0.307
C 5.212 -1.625 -3.082  -0.836
O -1.622 1.000 -13.325  -0.296
H -5.966 6.733 1.539  0.289
H 8.005 -0.470 -0.468  0.340
H -2.076 9.646 5.484  0.316
H 2.874 3.285 -9.581  0.290
H 8.150 -2.059 0.369  0.261
H 1.256 2.937 -6.985  0.345
C -9.947 6.600 -1.391  -1.457
H -3.162 -4.106 3.334  0.367
C 7.475 -1.355 -0.118  -0.811
H 7.564 6.393 -3.982  0.402
O -2.552 -7.244 5.760  -0.294
H 5.132 -9.199 4.541  0.308
H 12.687 2.074 7.757  0.228
H -11.159 -4.804 5.351  0.353
H 10.661 1.803 4.995  0.360
H -4.331 -7.732 -0.838  0.226
H -9.802 7.676 -1.292  0.341
C -8.664 5.811 -1.360  0.545
H -9.021 -1.210 -0.981  0.420
C 3.724 -3.415 -3.743  -0.815
H -7.613 -1.262 4.807  0.388
O 6.560 -2.754 5.679  -0.200
H 8.540 7.031 -1.687  0.328
H -1.038 -0.302 -14.916  0.428
H -4.524 1.493 -3.636  0.350
N -1.383 -1.532 -11.851  -0.271
H -9.489 -2.640 5.225  0.403
H -3.074 -2.669 -11.503  0.375
C 2.621 4.196 -9.040  -0.676
C -4.122 11.594 8.347  0.631
H 5.902 -1.950 -3.860  0.409
H 3.875 3.169 4.474  0.293
O 2.733 5.369 -9.790  -0.321
H 4.833 -3.453 -2.201  0.144
H -10.240 -1.722 4.052  0.410
C -4.861 -8.001 -2.953  -1.297
H 6.512 -7.344 1.087  0.342
H 5.189 6.238 -4.617  0.390
H 3.351 6.888 -3.330  0.350
C -1.872 1.987 2.387  -0.737
C 7.980 6.206 -1.248  -0.730
H -0.030 5.285 -0.899  0.276
C 6.946 4.345 3.872  -0.575
H -2.586 -6.214 -1.426  0.271
H 2.026 -4.396 -2.744  0.399
H -3.606 0.387 -13.386  0.281

Output
**Charge**: 0
**LUMO**: 0.12 eV